{"formula": "C8H12P2", "method": "ωB97M-V with the def2-TZVPD basis set", "de_lowest_kcal_mol": 0.0, "smiles": "C1=CC(P2#[PH]CCC2)C=C1", "orbital_gap_ev": 9.08, "e_homo_ev": -8.326, "elements": ["P", "P", "C", "C", "C", "C", "C", "C", "C", "C", "H", "H", "H", "H", "H", "H", "H", "H", "H", "H", "H", "H"], "positions_angstrom": [[1.801, 1.566, 0.803], [0.205, 1.320, -0.663], [-2.218, -0.686, 1.133], [-2.610, -0.700, -0.250], [-1.468, 0.461, 1.320], [-1.414, 1.227, 0.109], [2.083, -0.723, -0.946], [-2.217, 0.451, -0.812], [0.582, -0.622, -0.779], [2.759, 0.230, 0.064], [0.352, -0.928, 0.257], [2.240, -1.857, -0.992], [-2.461, -1.438, 1.834], [-1.134, 0.845, 2.297], [2.298, -0.509, -1.993], [3.155, -0.352, 0.869], [-1.646, 2.309, 0.393], [-2.416, 0.608, -1.809], [-2.975, -1.560, -0.812], [1.457, 0.878, 1.925], [3.663, 0.614, -0.468], [-0.036, -1.132, -1.477]], "atomic_forces_ev_per_a": [[0.24, 1.76, -0.36], [1.48, -1.97, -1.57], [1.44, 1.84, 0.04], [0.15, -0.40, -0.24], [-1.39, -2.12, 2.62], [-0.54, 2.68, 1.28], [-1.45, -1.57, -1.23], [-1.11, -0.93, 0.13], [0.14, 2.35, 1.80], [2.21, -1.30, -1.97], [-0.21, -0.27, -0.54], [0.72, 1.42, 1.10], [-0.06, -0.51, 0.73], [0.06, -0.35, -0.65], [0.35, 0.70, 0.03], [0.28, -0.31, 0.68], [-0.24, -1.15, -0.82], [0.05, 0.87, -2.14], [-0.35, 0.35, 0.30], [-0.86, -0.77, 0.93], [-0.61, 0.06, 0.58], [-0.31, -0.36, -0.70]], "lowdin_charge": [0.660, 0.810, -0.068, -0.098, -0.166, -0.608, -0.341, -0.177, -0.371, -0.528, 0.070, 0.126, 0.086, 0.111, 0.087, 0.053, 0.148, 0.083, 0.113, -0.126, 0.073, 0.061]}

{"formula": "H26O13", "method": "ωB97M-V with the def2-TZVPD basis set", "de_lowest_kcal_mol": 9.0, "orbital_gap_ev": 10.92, "e_homo_ev": -10.699, "elements": ["O", "O", "O", "O", "O", "O", "O", "O", "O", "O", "O", "O", "O", "H", "H", "H", "H", "H", "H", "H", "H", "H", "H", "H", "H", "H", "H", "H", "H", "H", "H", "H", "H", "H", "H", "H", "H", "H", "H"], "positions_angstrom": [[-10.984, -3.522, -3.561], [-11.795, -0.764, -3.726], [-6.497, -2.885, -2.519], [-7.411, 1.000, -2.527], [-8.112, -0.714, -7.793], [-10.188, 0.552, -1.613], [-8.991, -3.255, -1.555], [-5.860, -2.616, -5.978], [-5.608, 0.229, -5.426], [-8.616, -3.464, -5.439], [-5.251, -0.619, -1.653], [-8.326, -0.874, -4.541], [-10.031, 0.972, -6.421], [-8.330, 0.927, -2.206], [-11.462, -1.671, -3.554], [-8.136, -2.988, -2.000], [-5.465, -0.316, -0.766], [-6.264, 0.824, -5.809], [-7.812, -0.461, -3.815], [-7.890, -1.067, -6.913], [-5.570, -2.314, -5.108], [-8.760, -3.396, -0.634], [-8.622, -2.512, -5.151], [-10.881, 1.103, -6.853], [-5.860, -0.101, -2.235], [-11.489, -3.820, -2.796], [-12.430, -0.866, -4.441], [-5.821, -2.232, -2.214], [-6.713, -3.051, -5.808], [-10.772, 0.637, -2.388], [-9.210, -0.474, -4.483], [-6.025, -3.718, -2.639], [-7.309, 1.923, -2.794], [-5.550, -0.508, -6.057], [-9.466, 0.496, -7.059], [-9.427, -3.845, -5.081], [-10.766, 0.689, -0.855], [-10.128, -3.248, -3.183], [-8.482, -1.466, -8.271]], "atomic_forces_ev_per_a": [[0.11, 0.42, -0.08], [0.25, -0.17, 0.21], [0.79, 0.06, -0.11], [-0.33, 0.16, 0.05], [-0.14, -0.07, 0.30], [-0.08, 0.29, -0.43], [0.57, 0.35, -0.59], [-0.03, 0.03, 0.07], [0.11, 0.03, -0.16], [-0.01, 0.89, 0.07], [-0.37, 0.32, -0.58], [-0.34, 0.26, 0.37], [0.03, -0.06, -0.03], [0.07, -0.01, 0.22], [-0.29, 0.29, -0.23], [-0.61, -0.38, 0.64], [-0.01, -0.03, -0.04], [0.04, -0.12, 0.03], [-0.18, -0.19, -0.64], [0.04, 0.06, -0.21], [-0.16, -0.14, 0.00], [0.00, 0.02, -0.04], [0.04, -0.89, 0.03], [0.15, -0.03, -0.02], [0.51, -0.25, 0.61], [0.18, -0.10, -0.04], [0.10, 0.01, 0.00], [-0.49, -0.10, 0.07], [0.16, -0.07, 0.01], [0.09, -0.35, 0.22], [0.18, 0.06, -0.18], [-0.18, 0.08, -0.04], [0.05, -0.19, -0.07], [-0.14, 0.15, 0.15], [-0.12, 0.05, 0.11], [0.04, -0.06, -0.11], [0.11, -0.02, -0.01], [-0.23, -0.35, 0.37], [0.12, 0.04, 0.08]], "lowdin_charge": [-0.065, -0.068, -0.064, -0.053, -0.052, -0.054, -0.086, -0.059, -0.063, -0.079, -0.065, -0.063, -0.074, 0.028, 0.009, 0.011, 0.057, 0.037, 0.032, 0.012, 0.027, 0.041, 0.003, 0.033, 0.028, 0.066, 0.047, 0.027, 0.004, 0.032, 0.042, 0.071, 0.079, 0.014, 0.000, 0.018, 0.053, 0.014, 0.062]}

{"formula": "C4H16N2O2", "method": "ωB97M-V with the def2-TZVPD basis set", "de_lowest_kcal_mol": 65.6, "smiles": "CNCCCN.O.O", "orbital_gap_ev": 9.03, "e_homo_ev": -8.484, "elements": ["O", "O", "N", "N", "C", "C", "C", "C", "H", "H", "H", "H", "H", "H", "H", "H", "H", "H", "H", "H", "H", "H", "H", "H"], "positions_angstrom": [[-3.261, 3.044, -5.074], [-1.949, 3.548, -1.976], [-1.416, -1.796, 1.908], [2.223, -0.282, 0.153], [2.474, 0.955, 0.969], [1.036, -1.885, 1.510], [-0.220, -2.680, 1.433], [0.876, -0.779, 0.391], [0.127, -0.011, 0.700], [0.470, -1.316, -0.589], [1.852, -2.508, 1.201], [-2.361, 3.447, -4.775], [-3.202, 2.024, -4.936], [-0.040, -3.634, 2.050], [-1.492, -1.997, 2.872], [2.349, -0.186, -0.862], [-1.324, 3.043, -1.390], [1.219, -1.580, 2.482], [-2.381, 4.307, -1.629], [-2.230, -2.071, 1.367], [2.104, 1.916, 0.479], [-0.469, -3.378, 0.669], [3.497, 1.064, 1.178], [2.117, 0.754, 1.871]], "atomic_forces_ev_per_a": [[2.20, -1.46, 0.85], [1.44, -2.22, -0.82], [2.10, -1.47, -2.15], [0.01, 1.41, -0.59], [0.47, 0.35, -5.30], [-1.66, -0.15, -4.35], [-1.43, -1.53, 3.63], [0.04, -1.50, -0.14], [0.55, -0.45, -0.32], [0.81, 1.06, 2.05], [0.63, -0.26, -0.17], [-2.41, -1.48, -0.58], [0.17, 2.95, -0.21], [-0.49, 1.42, 0.89], [-0.77, -0.15, 1.05], [0.24, 0.54, 0.85], [-1.35, 1.54, -0.41], [0.21, 1.11, 1.86], [-0.05, 0.65, 1.19], [-0.09, 0.00, 0.59], [0.11, -1.13, 0.88], [-0.14, 0.95, -2.34], [1.72, 0.24, -0.29], [-2.32, -0.42, 3.86]], "lowdin_charge": [-0.156, -0.066, 0.018, -0.143, -0.101, -0.208, -0.292, -0.259, 0.101, 0.148, 0.101, 0.066, 0.076, 0.113, 0.033, 0.098, 0.065, 0.084, 0.014, 0.055, 0.100, 0.083, 0.051, 0.018]}

{"formula": "CH2INO3S", "method": "ωB97M-V with the def2-TZVPD basis set", "de_lowest_kcal_mol": 46.0, "orbital_gap_ev": [8.48, 8.48], "e_homo_ev": [-9.645, -9.645], "elements": ["I", "S", "O", "O", "O", "N", "C", "H", "H"], "positions_angstrom": [[0.095, -1.640, 2.159], [0.212, 0.642, 0.335], [-0.336, 0.822, -2.220], [-0.971, 1.350, 0.821], [1.495, 0.839, 0.905], [0.299, 1.417, -1.428], [-0.161, -1.030, 0.145], [-1.143, -1.021, -0.214], [0.510, -1.380, -0.503]], "atomic_forces_ev_per_a": [[-0.31, -0.99, 0.07], [-1.81, 3.39, -0.54], [0.49, 0.33, 0.50], [1.28, -0.89, -0.29], [0.89, 0.11, 0.21], [-0.46, -0.83, -0.11], [-1.21, 1.57, 2.84], [-1.55, -0.63, -0.31], [2.69, -2.09, -2.37]], "lowdin_charge": [0.952, 0.462, 0.000, -0.339, -0.357, -0.030, -0.714, 0.032, -0.004]}

{"formula": "C3H3NOS2", "method": "ωB97M-V with the def2-TZVPD basis set", "de_lowest_kcal_mol": 50.6, "smiles": "SOc1cscn1", "orbital_gap_ev": 9.32, "e_homo_ev": -8.770, "elements": ["S", "S", "O", "N", "C", "C", "C", "H", "H", "H"], "positions_angstrom": [[2.240, 0.268, 0.138], [-2.744, -0.068, 0.126], [-1.551, 0.900, -0.477], [0.107, -0.968, -0.548], [-0.236, 0.368, -0.450], [1.320, -1.133, -0.156], [0.813, 1.168, -0.075], [1.875, -2.054, 0.056], [-2.280, -0.668, 1.223], [0.456, 2.186, 0.164]], "atomic_forces_ev_per_a": [[-0.40, 0.88, 0.43], [-1.60, -0.38, -0.72], [2.37, -0.98, 0.07], [-1.48, 0.12, 0.51], [0.84, -0.22, 0.69], [1.10, -0.64, -0.19], [-2.39, 1.33, -0.29], [-0.71, -0.04, -0.69], [0.80, 0.28, 0.29], [1.47, -0.35, -0.10]], "lowdin_charge": [1.013, 0.797, -0.516, 0.040, -0.498, -0.499, -0.375, 0.078, -0.141, 0.102]}

{"formula": "C3H6O2", "method": "ωB97M-V with the def2-TZVPD basis set", "de_lowest_kcal_mol": 53.7, "smiles": "OC[C@H]1CO1", "orbital_gap_ev": 11.42, "e_homo_ev": -10.367, "elements": ["O", "O", "C", "C", "C", "H", "H", "H", "H", "H", "H"], "positions_angstrom": [[-0.622, -2.010, 0.300], [1.429, 0.689, -0.084], [0.399, 1.526, -0.588], [0.179, 0.087, -0.391], [-0.598, -0.634, 0.688], [-1.647, -0.320, 0.710], [-0.157, -0.503, 1.683], [0.154, -0.665, -1.197], [0.280, -2.355, 0.359], [0.016, 2.271, 0.115], [0.566, 1.915, -1.595]], "atomic_forces_ev_per_a": [[0.04, -0.18, 0.52], [0.20, -0.22, 0.03], [-0.22, 0.08, -0.11], [-0.23, -0.34, -0.11], [-0.06, -0.01, 0.06], [0.19, -0.01, 0.02], [-0.06, 0.10, -0.14], [0.44, 1.02, -0.43], [-0.23, 0.06, 0.04], [-0.02, -0.34, -0.06], [-0.05, -0.17, 0.18]], "lowdin_charge": [-0.083, -0.043, -0.107, -0.286, -0.200, 0.125, 0.128, 0.148, 0.094, 0.115, 0.110]}

{"formula": "C12H16N3O5Pd", "method": "ωB97M-V with the def2-TZVPD basis set", "de_lowest_kcal_mol": 1.3, "orbital_gap_ev": 7.11, "e_homo_ev": -4.017, "charge": -1, "elements": ["Pd", "O", "O", "O", "O", "O", "N", "N", "N", "C", "C", "C", "C", "C", "C", "C", "C", "C", "C", "C", "C", "H", "H", "H", "H", "H", "H", "H", "H", "H", "H", "H", "H", "H", "H", "H", "H"], "positions_angstrom": [[1.046, -0.831, 1.123], [-1.256, 1.346, 0.938], [2.422, -1.501, -0.787], [0.225, -1.767, 2.917], [-0.246, 1.802, 2.887], [3.654, -0.419, -2.345], [1.383, 0.896, -0.107], [0.072, -3.679, 1.558], [2.065, -3.150, 2.687], [1.157, 1.597, 1.008], [2.945, -0.488, -1.335], [2.667, 0.780, -0.527], [3.659, 1.604, -0.050], [-0.232, 1.519, 1.551], [2.147, 2.380, 1.641], [-0.304, -4.822, 2.378], [2.832, -2.242, 3.517], [-1.078, -3.117, 0.871], [2.854, -3.823, 1.661], [0.804, -2.706, 2.307], [3.382, 2.435, 1.047], [3.810, -4.109, 2.101], [4.159, 3.064, 1.464], [4.650, 1.533, -0.478], [-1.081, -4.561, 3.113], [2.352, -4.725, 1.318], [0.568, -5.197, 2.912], [3.599, -2.810, 4.047], [-1.156, 1.627, 3.165], [-1.822, -2.697, 1.560], [3.029, -3.169, 0.799], [-0.753, -2.323, 0.197], [2.174, -1.758, 4.233], [3.319, -1.458, 2.922], [-1.547, -3.902, 0.276], [1.917, 2.912, 2.551], [-0.689, -5.614, 1.734]], "atomic_forces_ev_per_a": [[0.23, -0.48, -0.17], [-0.01, -0.08, -0.06], [-0.05, -0.02, 0.07], [0.07, 0.10, -0.03], [-0.07, -0.11, -0.01], [0.02, 0.00, 0.10], [0.00, -0.28, 0.18], [-0.03, 0.11, -0.08], [0.01, -0.13, 0.08], [-0.03, 0.26, 0.28], [0.04, 0.10, -0.23], [-0.13, -0.02, 0.06], [0.00, 0.02, 0.05], [-0.12, 0.45, 0.00], [-0.05, -0.10, -0.15], [0.05, 0.00, 0.01], [0.05, 0.09, -0.03], [-0.07, 0.02, -0.04], [0.09, -0.04, -0.08], [-0.12, 0.15, 0.07], [0.10, 0.01, -0.04], [0.00, 0.01, 0.02], [0.01, -0.01, 0.00], [0.01, 0.01, -0.01], [0.01, -0.02, 0.01], [-0.02, 0.03, -0.01], [-0.01, -0.01, 0.00], [-0.01, 0.00, 0.00], [0.03, 0.06, -0.01], [0.01, -0.03, 0.03], [0.00, -0.01, 0.01], [0.02, 0.00, 0.00], [-0.01, -0.02, 0.01], [-0.02, -0.02, -0.01], [0.02, -0.03, 0.01], [-0.01, 0.00, 0.00], [-0.02, -0.01, 0.00]], "lowdin_charge": [0.669, 0.073, -0.089, -0.069, 0.062, -0.020, 0.073, -0.186, -0.177, -0.259, -0.665, -0.193, -0.022, -0.528, -0.036, -0.090, -0.081, -0.093, -0.061, -0.608, -0.080, 0.079, 0.096, 0.111, 0.088, 0.075, 0.077, 0.078, 0.118, 0.085, 0.072, 0.072, 0.081, 0.084, 0.080, 0.104, 0.079]}

{"formula": "C5H9N", "method": "ωB97M-V with the def2-TZVPD basis set", "de_lowest_kcal_mol": 113.4, "orbital_gap_ev": 8.89, "e_homo_ev": -7.807, "elements": ["N", "C", "C", "C", "C", "C", "H", "H", "H", "H", "H", "H", "H", "H", "H"], "positions_angstrom": [[0.694, -0.576, -0.456], [-0.534, -0.493, 0.297], [-1.806, -0.226, -0.454], [2.194, -0.632, 0.410], [-1.262, 0.806, 0.492], [1.740, 0.457, -0.477], [-2.705, -0.774, -0.190], [2.185, 0.592, -1.466], [-0.857, 1.725, 0.079], [-1.771, 0.938, 1.444], [1.065, -1.500, -0.665], [1.835, -0.407, 1.426], [1.352, 1.394, -0.075], [-1.677, -0.031, -1.514], [-0.566, -1.192, 1.129]], "atomic_forces_ev_per_a": [[0.05, -0.12, 0.23], [0.03, -0.14, 0.16], [-0.10, -0.11, -0.15], [0.07, 0.34, 0.39], [0.08, 0.13, 0.08], [0.09, 0.14, -0.08], [0.17, 0.09, -0.01], [-0.02, -0.05, 0.22], [-0.02, -0.23, -0.01], [0.16, -0.04, -0.18], [-0.53, -0.07, -0.62], [0.13, 0.17, -0.04], [0.04, -0.16, -0.03], [-0.07, -0.01, 0.15], [-0.08, 0.08, -0.12]], "lowdin_charge": [-0.086, -0.306, -0.100, -0.034, -0.100, -0.249, 0.099, 0.096, 0.098, 0.103, 0.115, 0.016, 0.097, 0.106, 0.144]}